Record 1
C4H4LiO5Tl as an isolated structure in a non-equilibrium geometry. Source: the OMol25 dataset; level of theory: ωB97M-V with the def2-TZVPD basis set.

As for the max |F|: 0.0816 Eh/bohr. For the HOMO energy, the calculation gives -6.059 eV. The value obtained for the HOMO-LUMO gap is 6.2 eV. For the LUMO energy, the calculation gives 0.10 eV.

Cartesian coordinates (Å):
O  0.37931  -1.89243  0.11100
C  0.40718  -0.64253  0.55224
C  1.68434  -2.48977  0.21773
O  -0.56686  0.07248  0.61070
O  1.58888  -0.32568  1.06299
C  2.45831  -1.47252  1.06353
H  2.08917  -2.60729  -0.79349
H  1.57719  -3.46517  0.70070
H  3.41613  -1.18017  0.62392
H  2.59669  -1.79169  2.10240
Tl  -2.17150  1.55307  0.27278
O  -3.54495  3.06691  -0.64132
C  -2.66238  2.98083  -1.61535
O  -2.85541  3.79936  -2.59092
Li  -4.39610  4.39461  -1.67691

Record 2
C4H4LuO5 as an isolated structure in a non-equilibrium geometry. Source: the OMol25 dataset; level of theory: ωB97M-V with the def2-TZVPD basis set.

As for the max |F|: 0.0933 Eh/bohr. For the HOMO energy (alpha / beta), the calculation gives -14.469 / -10.945 eV. The charge is +1. The value obtained for the HOMO-LUMO gap (alpha / beta) is 9.5 / 5.0 eV. For the LUMO energy (alpha / beta), the calculation gives -4.94 / -5.93 eV.

Cartesian coordinates (Å):
O  -3.91937  2.16839  -0.10671
C  -4.84226  2.28330  0.54200
Lu  -2.02371  1.75419  -1.55344
O  -1.32159  -0.35785  -1.31215
O  1.38067  -0.94385  -1.30716
C  2.13188  -0.87121  -0.15363
C  1.17479  -0.90541  1.05035
O  -0.16113  -0.86642  0.53415
C  -0.31647  -0.04743  -0.53972
H  2.85522  -1.71011  -0.06611
H  2.65134  0.11371  -0.08693
H  1.31786  -0.01756  1.68200
H  1.26558  -1.83932  1.62094
O  -0.19281  1.23957  -0.30358

Record 3
C4H4N2 as an isolated structure in a non-equilibrium geometry. Source: the OMol25 dataset; level of theory: ωB97M-V with the def2-TZVPD basis set.

As for the max |F|: 0.0565 Eh/bohr. For the HOMO energy, the calculation gives -9.286 eV. The value obtained for the HOMO-LUMO gap is 9.1 eV. For the LUMO energy, the calculation gives -0.14 eV.

Cartesian coordinates (Å):
C  1.02019  -0.51451  -0.58330
C  0.22579  -1.07014  0.41450
N  -0.70039  -0.42718  1.14958
C  -1.10872  0.68367  0.58564
N  -0.70329  1.19916  -0.60061
C  0.43263  0.72440  -1.08409
H  1.64172  -0.91130  0.46071
H  0.32537  -2.14038  0.54510
H  -1.89971  1.21462  1.10679
H  0.76641  1.24168  -1.99433

Record 4
One molecule with the formula C4H4N2 in a non-equilibrium geometry. Source: the OMol25 dataset; level of theory: ωB97M-V with the def2-TZVPD basis set.

As for the max |F|: 0.0940 Eh/bohr. Its SMILES is C1=CC1C1=NN1. For the HOMO energy, the calculation gives -8.952 eV. The value obtained for the HOMO-LUMO gap is 9.9 eV. For the LUMO energy, the calculation gives 0.91 eV.

Cartesian coordinates (Å):
C  -1.12916  0.84078  -0.05578
C  -1.31832  -0.32283  -0.58534
C  -0.43655  -0.27480  0.76386
C  0.93832  -0.14057  0.53322
N  2.14561  0.08215  0.83767
N  1.57679  0.04393  -0.69111
H  -1.26112  1.92374  -0.03027
H  -1.60683  -0.85380  -1.40478
H  -0.81511  -0.45910  1.79105
H  1.90636  -0.83950  -1.15853

Record 5
C4H4N2 as an isolated structure in a non-equilibrium geometry. Source: the OMol25 dataset; level of theory: ωB97M-V with the def2-TZVPD basis set.

As for the max |F|: 0.0545 Eh/bohr. For the HOMO energy, the calculation gives -10.571 eV. The value obtained for the HOMO-LUMO gap is 11.3 eV. For the LUMO energy, the calculation gives 0.74 eV.

Cartesian coordinates (Å):
C  -1.44279  1.06684  -1.11922
C  -0.19320  0.72662  1.10697
C  -0.07898  -0.86489  -0.10726
C  -0.20726  0.60326  -0.48704
N  -2.47890  1.42493  -1.47520
N  0.02888  -0.49512  1.36367
H  -0.13625  1.47339  1.93011
H  -0.75138  -1.68700  -0.41876
H  0.96960  -1.12303  -0.46817
H  0.73003  0.78200  -1.04070

Record 6
One molecule with the formula C4H4N2 in a non-equilibrium geometry. Source: the OMol25 dataset; level of theory: ωB97M-V with the def2-TZVPD basis set.

As for the max |F|: 0.0646 Eh/bohr. For the HOMO energy (alpha / beta), the calculation gives -8.992 / -9.023 eV. The value obtained for the HOMO-LUMO gap (alpha / beta) is 7.6 / 7.6 eV. For the LUMO energy (alpha / beta), the calculation gives -1.40 / -1.41 eV.

Cartesian coordinates (Å):
C  -1.55566  -0.88524  -0.08046
C  -2.96572  -0.99811  0.29921
C  -3.68201  1.16660  -0.12392
C  0.36292  0.50769  0.11198
N  -3.73498  -0.03794  -0.12970
N  -1.08135  0.30035  -0.11453
H  -0.99441  -1.74668  0.18082
H  0.79468  1.27145  -0.59074
H  0.45904  0.73597  1.10705
H  1.10144  -0.30812  -0.05336

Record 7
A 2-piece molecular cluster, C4H4N2O overall in a non-equilibrium geometry. Source: the OMol25 dataset; level of theory: ωB97M-V with the def2-TZVPD basis set.

As for the max |F|: 0.0691 Eh/bohr. Its SMILES is C#COC=C.N#N. For the HOMO energy, the calculation gives -9.244 eV. The value obtained for the HOMO-LUMO gap is 10.3 eV. For the LUMO energy, the calculation gives 1.05 eV.

Cartesian coordinates (Å):
C  -1.22720  2.50936  -0.40825
C  -0.85836  1.65222  0.34606
O  -0.51466  0.58880  0.89915
C  0.31905  -0.20155  0.16747
C  0.76342  -1.37949  0.53767
H  -1.66562  3.49574  -0.44340
H  0.67184  0.20883  -0.72102
H  1.54758  -1.94355  0.14058
H  0.39129  -1.75437  1.48411
N  -3.17696  -1.06102  0.42562
N  -2.94739  -1.21976  -0.65253

Record 8
A 2-piece molecular cluster, C4H4N2O overall in a non-equilibrium geometry. Source: the OMol25 dataset; level of theory: ωB97M-V with the def2-TZVPD basis set.

As for the max |F|: 0.0231 Eh/bohr. Its SMILES is [H]/N=C/C=C=O.C#N. For the HOMO energy, the calculation gives -9.236 eV. The value obtained for the HOMO-LUMO gap is 9.8 eV. For the LUMO energy, the calculation gives 0.56 eV.

Cartesian coordinates (Å):
H  -2.01352  1.26145  -0.12459
N  -1.19185  0.65916  -0.17414
C  -0.13410  1.35520  -0.01544
C  1.23264  0.86306  -0.01465
C  1.71146  -0.36817  -0.16960
O  2.27873  -1.36712  -0.30150
H  -0.17159  2.43965  0.13412
H  2.03588  1.58060  0.10622
C  -1.27584  -2.13251  0.17966
N  -0.26758  -2.64329  0.40829
H  -2.20423  -1.64803  -0.02839

Record 9
A 2-piece molecular cluster, C4H4N2O overall in a non-equilibrium geometry. Source: the OMol25 dataset; level of theory: ωB97M-V with the def2-TZVPD basis set.

As for the max |F|: 0.0381 Eh/bohr. Its SMILES is [H]/N=C/C=C=O.C#N. For the HOMO energy, the calculation gives -9.196 eV. The value obtained for the HOMO-LUMO gap is 9.8 eV. For the LUMO energy, the calculation gives 0.58 eV.

Cartesian coordinates (Å):
H  0.88969  -1.76032  1.35837
N  0.67043  -0.92504  0.81663
C  0.06551  -1.26627  -0.25606
C  -0.43829  -0.40309  -1.31110
C  -0.48888  0.92059  -1.45298
O  -0.60143  2.02883  -1.75765
H  -0.12986  -2.31908  -0.48764
H  -0.87197  -0.88686  -2.18118
C  0.31855  1.52618  1.78501
N  -0.22189  2.22756  1.03504
H  0.80815  0.85750  2.45155

Record 10
One molecule with the formula C4H4N2O. Source: the OMol25 dataset; level of theory: ωB97M-V with the def2-TZVPD basis set.

As for the max |F|: 0.0147 Eh/bohr. Its SMILES is [H]/N=C/N1C=C1C=O. For the HOMO energy, the calculation gives -8.998 eV. The value obtained for the HOMO-LUMO gap is 8.8 eV. For the LUMO energy, the calculation gives -0.19 eV.

Cartesian coordinates (Å):
H  1.47818  -2.11623  0.91569
N  0.84594  -1.38300  0.60710
C  1.42692  -0.55814  -0.15544
N  0.64614  0.44919  -0.79487
C  0.19247  1.60429  -0.01884
C  -0.66137  0.64723  -0.09853
C  -1.96869  -0.03297  -0.04284
O  -2.21354  -0.99508  -0.73383
H  2.47402  -0.61534  -0.48439
H  0.52452  2.61802  0.14176
H  -2.72147  0.38171  0.66516

Record 11
One molecule with the formula C4H4N2O. Source: the OMol25 dataset; level of theory: ωB97M-V with the def2-TZVPD basis set.

As for the max |F|: 0.0112 Eh/bohr. Its SMILES is N=C=C/C=C\N=O. For the HOMO energy (alpha / beta), the calculation gives -8.767 / -8.763 eV. The value obtained for the HOMO-LUMO gap (alpha / beta) is 8.0 / 8.0 eV. For the LUMO energy (alpha / beta), the calculation gives -0.79 / -0.79 eV.

Cartesian coordinates (Å):
N  2.85711  -0.84129  0.61523
C  1.74122  -0.58117  0.20951
C  0.55785  -0.16980  -0.22221
C  -0.67591  -0.32586  0.51790
C  -1.78748  0.43590  0.41499
N  -1.94220  1.61183  -0.35870
O  -1.07146  1.83184  -1.18571
H  3.26563  -1.73423  0.34324
H  0.54186  0.38026  -1.15038
H  -0.70954  -1.11533  1.26249
H  -2.65992  0.26216  1.04088

Record 12
One molecule with the formula C4H4N2O in a non-equilibrium geometry. Source: the OMol25 dataset; level of theory: ωB97M-V with the def2-TZVPD basis set.

As for the max |F|: 0.0777 Eh/bohr. Its SMILES is N#C/C=C\NC=O. For the HOMO energy, the calculation gives -9.507 eV. The value obtained for the HOMO-LUMO gap is 9.5 eV. For the LUMO energy, the calculation gives -0.01 eV.

Cartesian coordinates (Å):
N  -0.00859  1.65161  -2.02763
C  0.69226  0.86153  -1.57192
C  1.32779  -0.15568  -0.81039
C  0.82221  -0.75721  0.34145
N  -0.47828  -0.56447  0.86668
C  -1.60028  0.29731  0.57097
O  -2.61024  0.32797  1.19888
H  2.41539  -0.22757  -0.92685
H  1.48584  -1.40277  0.86442
H  -0.70222  -0.99348  1.77732
H  -1.34388  0.96276  -0.28293

Relative energy (zero: lowest compared OMol25 entry of this formula, charge and spin) readings, ordered: 21.3; 64.1; 88.4; 132.9; 53.3; 135.5; 76.3; 52.0; 54.6; 103.0; 99.1; 28.4 kcal/mol